1.
# C15H12N2O2S

One molecule with the formula C15H12N2O2S (ωB97M-V/def2-TZVPD, the Open Molecules 2025 dataset).

Output
**SMILES**: Cc1ccc(NC2=NC(=O)S/C2=C\c2ccco2)cc1
**Charge**: 0
**Orbital gap**: 7.4 eV
**E_HOMO**: -8.28 eV

Each line ends with the Löwdin charge.
Element x y z (Å)
O1 2.8783 3.3174 0.6118  0.03
N1 1.7768 1.4486 0.2735  0.16
O2 -2.6400 3.9605 1.7281  -0.02
S1 0.2600 3.4474 1.2215  1.11
C1 1.7912 2.7744 0.6587  -0.77
C2 0.5589 1.0213 0.3446  -0.35
C3 -3.8610 4.4660 2.1132  -0.09
C4 -4.8515 3.6158 1.7017  -0.04
C5 -4.1760 2.4425 1.1354  -0.02
C6 -2.8494 2.6794 1.1923  -0.26
C7 -1.8319 1.6839 0.7673  0.02
C8 -0.4605 1.9264 0.7535  -0.44
C9 0.6634 -2.6669 -0.0771  0.00
C10 2.0432 -1.1139 -1.2873  -0.03
C11 1.4460 -3.7366 -0.5927  -0.04
C12 2.7876 -2.1642 -1.8414  -0.03
C13 0.9707 -1.3103 -0.4394  -0.23
C14 2.5042 -3.4739 -1.4723  -0.30
N2 0.1689 -0.2730 0.0563  0.13
C15 3.2665 -4.6015 -2.1154  -0.06
H1 -4.0721 5.3943 2.6099  0.12
H2 -5.9148 3.7456 1.8345  0.10
H3 -4.6669 1.5365 0.7765  0.12
H4 -2.2256 0.7359 0.3864  0.12
H5 -0.1192 -2.8368 0.6721  0.11
H6 2.2299 -0.1027 -1.6233  0.10
H7 1.1755 -4.7532 -0.3888  0.10
H8 3.6393 -1.9053 -2.5131  0.13
H9 -0.7580 -0.4993 0.3552  0.12
H10 2.9493 -5.5329 -1.6299  0.07
H11 4.3303 -4.4936 -2.0346  0.07
H12 2.9863 -4.7319 -3.1772  0.09

2.
# C15H12N2O2S

One molecule with the formula C15H12N2O2S (ωB97M-V/def2-TZVPD, the Open Molecules 2025 dataset).

Output
**SMILES**: O=S(=O)(Nc1cccc2cccnc12)c1ccccc1
**Charge**: 0
**Orbital gap**: 8.4 eV
**E_HOMO**: -8.36 eV

Each line ends with the Löwdin charge.
Element x y z (Å)
O1 -2.2369 -3.0487 0.8920  -0.29
S1 -1.4642 -2.1929 0.0458  0.68
O2 -1.0543 -2.7023 -1.2315  -0.29
N1 -0.0523 -1.7956 0.9179  -0.04
C1 0.5886 -0.5732 0.7794  -0.24
C2 0.0080 0.6212 1.1432  -0.02
C3 0.7016 1.8285 0.9902  -0.06
C4 1.9772 1.8588 0.4962  -0.04
C5 2.6242 0.6568 0.1497  -0.16
C6 3.9453 0.5906 -0.3424  -0.01
C7 4.4875 -0.6262 -0.6551  -0.05
C8 3.7077 -1.7807 -0.4651  -0.13
N2 2.4869 -1.7593 -0.0082  0.12
C9 1.9294 -0.5720 0.2942  -0.16
H1 4.1080 -2.7593 -0.6965  0.11
H2 5.4936 -0.7132 -1.0353  0.10
H3 4.5104 1.5049 -0.4613  0.12
H4 2.5058 2.7928 0.3755  0.11
H5 0.2102 2.7464 1.2769  0.11
H6 -0.9852 0.6303 1.5620  0.11
H7 0.6185 -2.5401 0.7302  0.10
C10 -2.3270 -0.6485 -0.1983  -0.31
C11 -1.9486 0.1665 -1.2467  -0.06
C12 -2.6204 1.3619 -1.4426  -0.06
C13 -3.6593 1.7162 -0.5952  -0.07
C14 -4.0383 0.8798 0.4439  -0.06
C15 -3.3665 -0.3150 0.6469  -0.06
H8 -3.6296 -0.9973 1.4395  0.12
H9 -4.8551 1.1575 1.0927  0.11
H10 -4.1824 2.6481 -0.7502  0.11
H11 -2.3365 2.0143 -2.2541  0.11
H12 -1.1461 -0.1503 -1.8936  0.12

The structure with the most favorable energy is 2; the runner-up is 0.0364 hartree above it.

1.
# C2H10NO3

A 3-piece molecular cluster, C2H10NO3 overall (ωB97M-V/def2-TZVPD, the Open Molecules 2025 dataset).

Output
**Charge**: -1
**Orbital gap**: 7.1 eV
**E_HOMO**: -3.48 eV

Each line ends with the Löwdin charge.
Element x y z (Å)
C1 -0.4700 0.6889 -0.7262  -0.47
O1 -0.2759 0.1293 0.5010  -0.33
C2 -0.0467 -0.2277 -1.9300  -0.30
N1 1.2013 -0.9652 -1.6699  -0.03
H1 0.1524 1.5975 -0.8743  0.07
H2 -1.5290 0.9448 -0.9448  0.08
H3 -0.0061 0.4037 -2.8203  0.08
H4 -0.7858 -1.0229 -2.0715  0.09
H5 0.9684 -1.5710 -0.9090  0.03
H6 1.8994 -0.3177 -1.3476  0.04
H7 -1.1884 -1.0538 0.4984  -0.03
H8 -1.2350 -2.6103 0.7069  -0.02
O2 -1.8357 -1.8658 0.6644  -0.19
H9 0.7142 1.7255 2.9472  0.04
H10 1.2403 2.5055 4.1873  0.01
O3 1.1966 1.6395 3.7884  -0.07

2.
# C2H10NO3

A 3-piece molecular cluster, C2H10NO3 overall (ωB97M-V/def2-TZVPD, the Open Molecules 2025 dataset).

Output
**Charge**: -1
**Orbital gap**: 8.0 eV
**E_HOMO**: -3.88 eV

Each line ends with the Löwdin charge.
Element x y z (Å)
C1 0.7710 -0.6399 0.2467  -0.42
O1 -0.1937 0.2761 0.7572  -0.37
C2 0.3786 -1.1319 -1.1413  -0.34
N1 0.7633 -0.1198 -2.1075  -0.05
H1 1.8612 -0.3344 0.1133  0.11
H2 0.7346 -1.5243 0.8125  0.06
H3 0.6019 -2.1523 -1.4675  0.09
H4 -0.6986 -1.2361 -1.0891  0.08
H5 -0.1306 0.0078 -2.6846  0.07
H6 0.8026 0.8273 -1.7176  0.06
H7 -1.7477 1.1176 0.4809  0.11
H8 -2.0454 1.2852 -1.1854  -0.02
O2 -2.2813 1.6902 -0.3348  -0.23
H9 -0.1796 0.7898 3.6420  -0.04
H10 0.6607 0.4813 2.3078  0.05
O3 0.7031 0.6636 3.3675  -0.17

The structure with the most favorable energy is 1; the runner-up is 0.0325 hartree above it.

1.
# C24H24As2CsF6N6O7S2

C24H24As2CsF6N6O7S2 as an isolated structure (ωB97M-V/def2-TZVPD, the Open Molecules 2025 dataset).

Output
**2S+1**: 2
**Charge**: -2
**Orbital gap (spin up / spin down)**: 7.5 / 6.5 eV
**<S²>**: 0.76
**E_HOMO (spin up / spin down)**: -3.89 / -3.94 eV

Each line ends with the Mulliken spin population.
Element x y z (Å)
Cs1 1.4185 -1.7981 1.4596  -0.01
N1 -1.5933 2.6203 2.9803  0.00
C1 -0.7895 1.8898 2.1489  0.01
N2 -0.5778 2.1682 0.9145  0.01
C2 -1.1526 3.3302 0.3727  0.00
N3 -0.8881 3.7969 -0.8017  0.00
N4 -0.0536 3.2435 -1.6910  0.00
C3 1.1806 3.0587 -1.4530  0.00
C4 2.0965 2.4355 -2.4045  0.00
C5 1.7183 2.0510 -3.6872  0.00
C6 2.6339 1.3622 -4.4606  0.00
C7 3.8773 1.0615 -3.9287  0.00
C8 4.1662 1.4990 -2.6437  0.00
N5 3.3171 2.2021 -1.9130  0.00
C9 -2.1622 4.0472 1.1636  0.00
C10 -2.9185 5.0952 0.6477  0.00
C11 -3.8614 5.7372 1.4299  0.00
C12 -4.0633 5.3295 2.7420  0.00
C13 -3.3194 4.2917 3.2727  0.00
C14 -2.3595 3.6529 2.4903  0.00
H1 -1.6803 2.3467 3.9442  0.00
H2 -0.3360 1.0297 2.6319  -0.01
H3 1.6277 3.3447 -0.4977  0.00
H4 0.7212 2.2702 -4.0405  0.00
H5 2.3746 1.0390 -5.4603  0.00
H6 4.6000 0.4771 -4.4799  0.00
H7 5.1229 1.2790 -2.1850  0.00
H8 -2.7335 5.3875 -0.3764  0.00
H9 -4.4431 6.5531 1.0209  0.00
H10 -4.8090 5.8213 3.3537  0.00
H11 -3.4746 3.9718 4.2962  0.00
O1 0.0563 -3.3174 0.1071  0.00
S1 -0.0937 -2.8586 -1.2657  0.00
O2 -1.4271 -3.1651 -1.7890  0.01
O3 0.2592 -1.4562 -1.4212  0.01
C15 0.9533 -3.7353 -2.4500  0.01
C16 0.4498 -3.7714 -3.7457  0.00
C17 1.1869 -4.3291 -4.7767  0.00
C18 2.4418 -4.8657 -4.5145  0.00
C19 2.9402 -4.8371 -3.2231  0.00
C20 2.2026 -4.2686 -2.1939  0.00
S2 2.9758 -4.0975 -0.5777  0.00
O4 2.3415 -5.0663 0.2897  0.00
O5 4.3791 -4.4007 -0.8361  0.00
O6 2.7499 -2.6921 -0.2548  0.00
H12 -0.5325 -3.3550 -3.9158  0.00
H13 0.7845 -4.3399 -5.7826  0.00
H14 3.0317 -5.2891 -5.3190  0.00
H15 3.9223 -5.2142 -2.9709  0.00
O7 -2.3393 -2.8270 4.4951  0.06
C21 -1.6510 -2.2636 3.7006  0.04
N6 -0.9516 -1.6445 2.9546  0.14
F1 1.7523 -0.2438 3.2901  0.00
As1 2.9242 0.3839 4.4066  0.00
F2 3.6727 1.3455 3.1651  0.00
F3 1.8366 1.7359 4.7620  0.00
F4 4.0674 1.0799 5.5756  0.00
F5 2.1984 -0.5075 5.7249  0.00
F6 4.0362 -0.9178 4.1300  0.00
C22 -2.4271 -0.4685 -0.8971  0.21
As2 -1.9046 -1.3145 0.8310  0.50
C23 -3.2383 -0.1921 1.8198  0.00
C24 -2.9287 -2.9656 0.8619  0.01
H16 -3.4634 -0.1321 -0.8287  0.02
H17 -2.2769 -1.2156 -1.6653  -0.01
H18 -1.7548 0.3661 -1.0832  -0.01
H19 -4.2458 -0.5344 1.5762  0.01
H20 -3.1468 0.8447 1.4950  0.00
H21 -3.0953 -0.2417 2.8960  0.00
H22 -3.9831 -2.7622 0.6669  0.02
H23 -2.8104 -3.4486 1.8297  -0.01
H24 -2.5314 -3.6114 0.0869  0.00

2.
# C24H24As2CsF6N6O7S2

C24H24As2CsF6N6O7S2 as an isolated structure (ωB97M-V/def2-TZVPD, the Open Molecules 2025 dataset).

Output
**2S+1**: 2
**Charge**: -2
**Orbital gap (spin up / spin down)**: 6.8 / 6.8 eV
**<S²>**: 0.75
**E_HOMO (spin up / spin down)**: -3.02 / -3.30 eV

Each line ends with the Mulliken spin population.
Element x y z (Å)
Cs1 -0.3411 -0.6061 -0.7763  -0.02
N1 0.2133 -3.2161 2.7993  0.00
C1 -0.6726 -2.4462 2.1435  0.00
N2 -0.9259 -1.2032 2.3853  0.00
C2 -0.1788 -0.5632 3.3604  0.00
N3 -0.1313 0.7215 3.4368  0.00
N4 -0.5780 1.3551 2.2981  0.00
C3 -1.5745 2.1281 2.3509  0.00
C4 -1.9892 2.8568 1.1307  0.01
C5 -3.2968 3.3174 1.0334  0.00
C6 -3.7129 3.9045 -0.1482  0.00
C7 -2.8005 4.0352 -1.1799  0.00
C8 -1.5081 3.5702 -0.9815  0.00
N5 -1.0973 2.9952 0.1440  0.00
C9 0.6133 -1.3848 4.2850  0.00
C10 1.2309 -0.8759 5.4273  0.00
C11 2.0898 -1.6596 6.1691  0.00
C12 2.3593 -2.9692 5.7589  0.00
C13 1.7548 -3.4916 4.6376  0.00
C14 0.8644 -2.7032 3.9022  0.00
H1 0.6027 -4.0182 2.2809  0.00
H2 -1.2111 -2.9354 1.3400  0.00
H3 -2.1798 2.2395 3.2540  0.00
H4 -3.9879 3.1479 1.8477  0.00
H5 -4.7420 4.2154 -0.2722  0.00
H6 -3.0845 4.4586 -2.1339  0.00
H7 -0.7686 3.6409 -1.7741  0.00
H8 1.0377 0.1553 5.6928  0.00
H9 2.5722 -1.2555 7.0503  0.00
H10 3.0549 -3.5801 6.3217  0.00
H11 1.9645 -4.4991 4.3008  0.00
O1 0.6344 -5.5274 -1.2714  0.00
S1 1.1501 -4.5170 -0.3713  0.00
O2 1.3247 -5.0066 1.0021  0.00
O3 0.4308 -3.2501 -0.4258  0.00
C15 2.8272 -4.1943 -0.9667  0.00
C16 3.3490 -5.2388 -1.7288  0.00
C17 4.6274 -5.1904 -2.2563  0.00
C18 5.4159 -4.0771 -2.0235  0.00
C19 4.9114 -3.0336 -1.2670  0.00
C20 3.6247 -3.0655 -0.7311  0.00
S2 3.1757 -1.5372 0.1343  0.01
O4 4.4560 -0.9412 0.4920  0.00
O5 2.3427 -1.8747 1.2698  0.00
O6 2.4752 -0.7512 -0.8917  0.02
H12 2.7108 -6.0910 -1.9131  0.00
H13 4.9949 -6.0187 -2.8508  0.00
H14 6.4187 -4.0107 -2.4291  0.00
H15 5.5141 -2.1585 -1.0709  0.00
O7 0.6319 0.4710 -3.9903  0.05
C21 1.0067 1.4189 -3.3828  0.06
N6 1.3565 2.3940 -2.7749  0.15
F1 -2.9294 0.6897 -1.0545  0.00
As1 -4.5165 -0.0114 -0.8038  0.00
F2 -5.2526 1.4262 -1.4564  0.00
F3 -4.4442 -0.6991 -2.3961  0.00
F4 -6.0729 -0.7353 -0.5583  0.00
F5 -3.7181 -1.4097 -0.1432  0.00
F6 -4.5951 0.6937 0.7849  0.00
C22 2.0235 4.2547 -0.6241  0.01
As2 2.2533 2.3394 -0.7360  0.50
C23 4.0242 2.0805 -1.4518  0.00
C24 2.5456 1.9134 1.1691  0.25
H16 2.8743 4.7023 -0.1080  0.01
H17 1.1138 4.4378 -0.0543  0.00
H18 1.9261 4.6575 -1.6286  0.00
H19 4.7538 2.5660 -0.8015  0.01
H20 4.0706 2.4835 -2.4601  0.00
H21 4.1990 1.0060 -1.4526  0.00
H22 3.0738 2.7618 1.6119  0.03
H23 3.1481 1.0100 1.2281  -0.04
H24 1.5850 1.7636 1.6528  -0.04

The structure with the most favorable energy is 2; the runner-up is 0.1397 hartree above it.

1.
# C4H5N2O

An isolated ion of composition C4H5N2O and charge +1 (ωB97M-V/def2-TZVPD, the Open Molecules 2025 dataset).

Output
**SMILES**: O=C1C2=[NH+]CCN12
**Charge**: +1
**Orbital gap**: 10.7 eV
**E_HOMO**: -15.79 eV

Each line ends with the Löwdin charge.
Element x y z (Å)
C1 0.8870 -0.7136 -0.4987  -0.03
C2 1.3228 -1.5948 0.5845  -0.23
C3 -0.9514 0.0225 0.6893  -0.01
C4 -0.6021 0.9917 -0.5221  -0.07
N1 0.0521 -1.0125 0.5092  0.17
N2 0.6657 0.4509 -1.0191  0.13
O1 2.0570 -2.3255 1.1098  0.28
H1 -0.8020 0.4964 1.5547  0.09
H2 -1.9247 -0.5608 0.6766  0.17
H3 -1.5068 1.0296 -1.2282  0.16
H4 -0.3998 2.0614 -0.2628  0.14
H5 1.2024 1.1546 -1.5932  0.22

2.
# C4H5N2O

An isolated ion of composition C4H5N2O and charge +1 (ωB97M-V/def2-TZVPD, the Open Molecules 2025 dataset).

Output
**SMILES**: [NH2+]=C1CC(=O)C=N1
**Charge**: +1
**Orbital gap**: 8.9 eV
**E_HOMO**: -14.89 eV

Each line ends with the Löwdin charge.
Element x y z (Å)
C1 -1.1586 -1.3019 0.0127  0.05
C2 -1.5612 0.1766 -0.0116  -0.35
C3 0.7241 -0.1152 -0.0771  -0.23
C4 -0.2647 0.9538 -0.2752  0.01
N1 0.0898 -1.4194 -0.2381  0.17
N2 1.9470 -0.0270 0.2609  0.31
O1 -2.6108 0.6481 0.1980  0.21
H1 -1.9172 -2.1367 0.2830  0.19
H2 0.0136 1.3950 -1.2419  0.17
H3 -0.2903 1.7691 0.4357  0.15
H4 2.5179 0.8476 0.1952  0.20
H5 2.5104 -0.7899 0.4585  0.13

The structure with the most favorable energy is 2; the runner-up is 0.0808 hartree above it.